Molecular formula: C4H6NPS
Method: DFT, ωB97M-V/def2-TZVPD

HOMO level ... -0.298 hartree
Lowest unoccupied orbital energy ... 0.02 eV

Each line ends with the Mulliken charge.
CARTESIAN COORDINATES (ANGSTROEM)
C  0.24418  -0.97068  0.26886  -0.23
C  -1.00889  -1.34177  0.90244  -0.50
C  0.17889  0.46979  -0.16610  0.27
C  0.34747  -0.58564  -1.18435  -0.41
N  -1.83380  1.07277  0.18133  -0.46
P  1.15083  1.76006  0.76819  -0.11
S  -2.30768  -0.33863  0.71470  0.14
H  1.19492  -1.28262  0.80567  0.33
H  -1.19447  -2.26356  1.30124  0.46
H  1.41466  -0.63530  -1.62555  0.23
H  -0.42109  -0.82277  -2.01479  0.20
H  0.26756  2.73807  0.38140  0.07
H  1.96742  2.20030  -0.33303  0.03

---

Molecular formula: C4H6NS
Method: DFT, ωB97M-V/def2-TZVPD

Net charge ... +1
HOMO level ... -0.512 hartree
Lowest unoccupied orbital energy ... -4.56 eV

Each line ends with the Mulliken charge.
CARTESIAN COORDINATES (ANGSTROEM)
C  1.34215  -0.15396  0.50228  0.49
C  1.19295  -1.02469  2.37287  -0.63
C  0.16378  1.05016  -1.40900  -0.36
C  -0.79958  0.05447  -0.87446  -0.28
N  0.55402  0.02126  -0.42762  -0.07
S  2.61343  -0.29346  1.54606  0.03
H  0.42459  -0.48242  2.85656  0.36
H  0.86079  -1.93408  2.02187  0.37
H  0.38975  0.95317  -2.44829  0.26
H  0.20751  2.03894  -0.91682  0.28
H  -1.58939  0.20820  -0.06672  0.27
H  -0.96722  -0.86527  -1.41498  0.28

---

Molecular formula: C4H6NS2
Method: DFT, ωB97M-V/def2-TZVPD

Net charge ... +1
HOMO level ... -0.493 hartree
Lowest unoccupied orbital energy ... -4.88 eV

Each line ends with the Mulliken charge.
CARTESIAN COORDINATES (ANGSTROEM)
C  1.04783  1.47792  -0.27753  -0.14
C  2.31485  0.97180  -0.22034  -0.25
C  0.74331  -0.84913  -0.03277  -0.03
C  -2.24453  -0.97722  0.19915  -0.89
N  0.11951  0.53690  -0.13131  0.06
S  2.40571  -0.70815  -0.06147  0.07
S  -1.58093  0.86119  0.06026  0.11
H  0.84349  2.54964  -0.17959  0.36
H  3.27968  1.60688  -0.29023  0.33
H  0.24757  -1.83084  0.27023  0.33
H  -3.27031  -0.96765  0.41226  0.39
H  -1.73208  -1.33610  1.06211  0.30
H  -2.17409  -1.33526  -0.81077  0.36

---

Molecular formula: C4H6O
Method: DFT, ωB97M-V/def2-TZVPD

HOMO level ... -0.367 hartree
Lowest unoccupied orbital energy ... 0.17 eV

Each line ends with the Mulliken charge.
CARTESIAN COORDINATES (ANGSTROEM)
C  -0.19656  -1.34005  0.35207  -0.53
O  -1.11975  -0.30558  0.25954  -0.31
C  -0.61377  0.77371  -0.47241  -0.36
C  0.77674  1.12360  0.03276  -0.16
C  1.62843  0.34684  0.66397  -0.51
H  -0.64494  -2.12401  0.96828  0.27
H  0.08145  -1.72388  -0.64415  0.33
H  -1.31012  1.60959  -0.35025  0.30
H  -0.55135  0.52996  -1.54725  0.27
H  1.14859  2.13207  -0.15239  0.36
H  0.80127  -1.02226  0.88984  0.34

---

One value per record, in order, for energy above the lowest of the compared OMol25 structures with the same formula, charge and spin: 81.9 97.0 16.4 87.8 kcal per mole.
One value per record, in order, for DFT total energy: -950.0920 -608.5087 -1006.8202 -231.0837 Ha.